No. 1
# C22H49N2O2P3W

A molecular structure, C22H49N2O2P3W at a distorted geometry (ωB97M-V/def2-TZVPD, the Open Molecules 2025 dataset).

Last column: Mulliken charge in e.
Positions of all 79 atoms, in Å:
W1 0.499 0.215 -1.470  0.00
P1 1.819 -0.134 0.356  0.77
P2 -1.451 0.659 -0.417  1.19
P3 0.906 -1.769 -2.490  1.16
O1 -1.899 -0.475 -3.469  -0.72
O2 -0.683 0.034 3.527  -0.57
N1 -0.450 1.216 5.491  0.13
N2 -0.728 -1.118 5.506  0.12
C1 2.399 2.447 -1.926  0.18
C2 1.921 1.190 1.623  -0.41
C3 1.460 2.402 -3.022  -0.76
C4 -0.624 0.044 4.783  0.24
C5 -0.464 2.436 4.707  -0.96
C6 3.581 -0.500 0.053  -1.21
C7 2.243 -2.902 -1.955  -1.29
C8 1.259 -1.555 1.385  -0.58
C9 -2.183 -0.764 0.470  -0.97
C10 1.424 -1.378 -4.199  -1.15
C11 -0.891 -2.327 4.730  -0.76
C12 -1.246 -1.140 6.861  -1.13
C13 0.339 1.255 6.712  -1.19
C14 -1.871 1.458 -4.813  -0.36
C15 -1.396 2.019 -5.987  -0.58
C16 -1.364 1.892 0.940  -0.67
C17 -1.864 0.027 -4.646  0.45
C18 -1.201 -0.187 -6.997  -0.35
C19 -0.511 -2.900 -2.628  -1.12
C20 -1.043 1.203 -7.073  -0.47
C21 -2.861 1.275 -1.367  -1.27
C22 -1.661 -0.776 -5.833  -0.39
H1 0.954 2.161 6.700  0.48
H2 0.996 0.378 6.790  0.39
H3 2.138 -1.945 1.916  0.62
H4 2.179 -3.811 -2.570  0.56
H5 -1.783 -2.282 4.088  0.25
H6 0.526 -1.197 2.122  -0.60
H7 4.165 -0.072 0.866  0.49
H8 -2.008 -1.702 -0.072  0.35
H9 -1.309 3.103 -6.059  0.50
H10 -0.640 2.685 0.718  0.49
H11 1.644 1.761 -3.885  0.40
H12 -0.652 1.653 -7.986  0.48
H13 1.592 -2.325 -4.731  0.49
H14 -3.265 -0.577 0.524  0.56
H15 -3.751 1.220 -0.727  0.65
H16 -0.214 -3.747 -3.258  0.56
H17 -0.791 -3.255 -1.628  0.44
H18 2.306 3.288 -1.221  0.37
H19 3.225 -2.439 -2.109  0.45
H20 2.353 -0.795 -4.190  0.52
H21 -1.101 1.394 1.884  -0.29
H22 -2.360 2.343 1.033  0.60
H23 1.853 2.193 1.183  0.37
H24 -1.848 -2.047 6.978  0.46
H25 -0.988 -3.164 5.424  0.49
H26 0.398 2.497 4.023  0.26
H27 -2.158 2.060 -3.958  0.48
H28 3.925 -0.064 -0.885  0.35
H29 3.738 -1.579 0.020  0.45
H30 -0.430 -1.175 7.595  0.33
H31 2.889 1.101 2.132  0.67
H32 -0.968 -0.819 -7.859  0.46
H33 -1.386 2.482 4.118  0.27
H34 -1.767 -0.824 1.485  -0.02
H35 -1.805 -1.854 -5.732  0.50
H36 1.908 1.343 -1.195  -0.46
H37 -1.361 -2.362 -3.078  0.15
H38 0.461 2.832 -2.913  0.48
H39 0.813 -2.365 0.795  0.39
H40 -0.012 -2.480 4.094  0.15
H41 -0.430 3.286 5.399  0.55
H42 -2.671 2.310 -1.671  0.49
H43 3.443 2.197 -2.151  0.39
H44 2.139 -3.182 -0.901  0.35
H45 0.644 -0.807 -4.719  0.08
H46 1.115 1.057 2.357  -0.51
H47 -2.985 0.642 -2.261  0.10
H48 -1.873 -0.262 7.062  0.38
H49 -0.309 1.298 7.599  0.33

As for the largest force on an atom: 6.2 eV/A. For the energy above the lowest of the compared OMol25 structures with the same formula, charge and spin, the calculation gives 272.8 kJ/mol. The total energy comes out at -2217.0354 Eh. As for the multiplicity: 3. The net charge is +4.

No. 2
# C4H7NO

C4H7NO in the gas phase at a distorted geometry (ωB97M-V/def2-TZVPD, the Open Molecules 2025 dataset).

Last column: natural (NBO) charge in e.
Positions of all 13 atoms, in Å:
O1 -2.510 -1.924 -1.199  -0.51
N1 0.226 -0.393 0.227  -0.42
C1 0.421 0.839 0.083  0.14
C2 1.147 1.550 1.145  -0.66
C3 -0.243 -1.083 -0.933  -0.37
C4 -1.604 -1.625 -0.466  0.43
H1 0.075 1.374 -0.813  0.15
H2 2.008 2.067 0.718  0.22
H3 -0.375 -0.466 -1.852  0.19
H4 0.474 2.270 1.600  0.22
H5 0.616 -1.741 -1.159  0.24
H6 1.476 0.804 1.871  0.24
H7 -1.789 -1.601 0.638  0.12

As for the largest force on an atom: 1.2 eV/A. For the energy above the lowest of the compared OMol25 structures with the same formula, charge and spin, the calculation gives 189.9 kJ/mol. The total energy comes out at -286.5593 Eh. The structure (SMILES) is C/C=N/CC=O. The net charge is 0.

No. 3
# C5H10FNO4

C5H10FNO4 in the gas phase at a distorted geometry (ωB97M-V/def2-TZVPD, the Open Molecules 2025 dataset).

Last column: natural (NBO) charge in e.
Positions of all 21 atoms, in Å:
F1 2.084 2.287 0.620  -0.38
O1 -0.949 -1.532 -0.397  -0.54
O2 -3.419 -1.002 1.970  -0.43
O3 -2.814 -1.558 0.804  -0.26
O4 -0.656 -0.705 -2.464  -0.56
N1 1.032 -0.401 -0.952  -0.46
C1 -1.713 -0.734 0.470  0.22
C2 0.948 2.005 -0.159  0.03
C3 1.527 -0.864 0.345  -0.42
C4 1.298 1.008 -1.255  -0.27
C5 -0.230 -0.838 -1.348  0.89
H1 0.609 2.954 -0.586  0.18
H2 0.187 1.629 0.532  0.16
H3 -1.158 -0.481 1.385  0.14
H4 0.774 1.268 -2.176  0.24
H5 2.370 1.121 -1.455  0.22
H6 -2.065 0.176 -0.035  0.16
H7 0.994 -0.453 1.206  0.18
H8 -2.848 -1.314 2.690  0.45
H9 1.441 -1.951 0.389  0.22
H10 2.588 -0.615 0.417  0.22

As for the largest force on an atom: 1.3 eV/A. For the energy above the lowest of the compared OMol25 structures with the same formula, charge and spin, the calculation gives 334.7 kJ/mol. The total energy comes out at -651.9759 Eh. The structure (SMILES) is CN(CCF)C(=O)OCOO. The net charge is 0.

No. 4
# C35H88NO32P7S

7 unconnected molecules or ions with the total composition C35H88NO32P7S at a distorted geometry (ωB97M-V/def2-TZVPD, the Open Molecules 2025 dataset).

Last column: Mulliken charge in e.
Positions of all 164 atoms, in Å:
S1 0.695 -5.861 -2.891  1.48
P1 10.075 -2.981 -0.872  1.12
P2 5.830 0.539 1.625  1.13
P3 1.091 7.224 -1.880  1.21
P4 -13.226 1.361 -0.128  1.00
P5 3.300 -3.117 -4.328  0.88
P6 -8.284 -1.296 0.300  1.08
P7 5.513 2.629 8.381  1.21
O1 -0.246 6.395 -2.419  -0.29
O2 -8.871 -1.978 1.673  -0.25
O3 -13.404 2.449 0.852  -0.64
O4 5.136 3.843 7.305  -0.29
O5 5.183 3.575 9.672  -0.35
O6 6.274 1.500 9.308  -0.45
O7 0.298 8.657 -1.941  -0.35
O8 4.379 1.760 7.939  -0.63
O9 4.355 0.239 1.579  -0.69
O10 5.583 2.167 1.368  -0.25
O11 6.392 0.778 3.137  -0.32
O12 1.292 -7.095 -2.539  -0.64
O13 -13.680 1.971 -1.552  -0.42
O14 10.357 -2.270 0.390  -0.64
O15 6.240 -1.096 1.689  -0.32
O16 3.910 -4.451 -4.982  -0.53
O17 -9.136 0.109 0.575  -0.36
O18 -6.950 -0.624 0.493  -0.70
O19 1.093 6.568 -0.539  -0.61
O20 -12.155 0.389 0.618  -0.11
O21 11.369 -3.962 -1.019  -0.36
O22 2.994 -2.184 -5.599  -0.50
O23 -0.640 -5.970 -3.369  -0.64
O24 2.549 7.983 -1.735  -0.44
O25 1.632 -5.010 -3.845  -0.38
O26 -7.492 -2.731 -0.110  -0.19
O27 9.020 -4.218 -0.720  -0.29
O28 -14.420 0.245 -0.107  -0.37
O29 0.759 -4.845 -1.674  -0.51
O30 3.947 -6.243 -1.255  -0.53
O31 9.031 -2.055 -1.677  -0.45
O32 -4.350 -2.036 -4.728  -0.50
N1 4.409 -2.459 -3.470  -0.72
C1 0.299 -1.665 -4.661  -1.11
C2 -11.967 -0.974 0.214  -0.14
C3 2.121 -0.429 -1.895  0.40
C4 -8.181 -3.993 -0.069  -0.73
C5 7.738 -1.895 -1.098  -0.60
C6 -3.129 -2.745 -4.946  -0.54
C7 -15.050 2.326 -1.700  -0.58
C8 5.471 1.124 4.176  -0.64
C9 5.656 5.176 7.452  -0.71
C10 -1.004 6.834 -3.560  -0.72
C11 3.854 -5.149 -1.727  -0.33
C12 -2.076 -1.829 -5.566  -1.13
C13 1.653 -3.695 -1.891  1.06
C14 11.345 -5.103 -1.896  -0.61
C15 0.866 -1.142 -1.433  -0.18
C16 0.972 -2.608 -1.000  -2.43
C17 2.911 -4.143 -1.088  -0.98
C18 0.347 -3.061 -4.030  -1.17
C19 -7.971 -2.260 2.743  -0.88
C20 -4.521 -1.599 -3.397  -0.01
C21 -9.022 0.721 1.850  -0.67
C22 1.718 3.337 -1.121  -1.49
C23 -15.250 0.143 1.048  -0.75
C24 3.821 3.839 10.004  -0.76
C25 5.807 -1.824 2.825  -0.75
C26 1.716 -3.568 -3.444  0.97
C27 -1.149 -1.119 -4.543  -0.20
C28 1.827 1.077 -2.101  -1.33
C29 1.483 1.845 -0.820  0.06
C30 8.792 -4.783 0.569  -0.66
C31 5.586 1.027 10.457  -0.58
C32 -0.655 8.960 -0.924  -0.76
C33 -5.376 -2.567 -2.567  -0.96
C34 2.668 8.983 -0.736  -0.58
C35 6.588 3.146 1.684  -0.73
H1 -1.442 -2.449 -6.207  0.37
H2 6.310 3.644 2.613  0.23
H3 -1.920 7.310 -3.211  0.24
H4 3.479 -4.562 -5.843  0.33
H5 -7.886 -4.577 -0.939  0.29
H6 5.366 0.277 4.853  0.30
H7 4.794 -1.544 3.113  0.31
H8 1.351 3.603 -2.116  0.29
H9 -1.267 5.963 -4.157  0.27
H10 0.415 1.747 -0.615  0.36
H11 5.711 1.714 11.294  0.22
H12 -0.036 -2.958 -0.777  0.37
H13 -2.798 -3.177 -3.996  0.34
H14 -5.224 -2.326 -1.516  0.27
H15 2.946 -0.511 -1.180  0.49
H16 -15.650 1.450 -1.945  0.23
H17 7.101 -2.742 -1.351  0.22
H18 -0.378 -3.176 -3.223  0.41
H19 3.858 -1.881 -5.918  0.39
H20 2.500 -0.773 -2.859  -0.39
H21 -3.372 -3.572 -5.614  0.46
H22 4.495 1.408 3.785  0.37
H23 -5.023 -3.586 -2.730  0.30
H24 1.482 -2.620 -0.038  0.69
H25 10.548 -5.044 -2.632  0.31
H26 -0.907 8.085 -0.325  0.38
H27 -5.010 -0.623 -3.374  0.40
H28 3.707 4.909 10.186  0.27
H29 2.096 1.574 0.039  0.14
H30 12.301 -5.161 -2.412  0.26
H31 -10.896 -1.185 0.231  -0.33
H32 2.274 9.936 -1.092  0.22
H33 2.791 3.548 -1.136  0.34
H34 4.529 0.871 10.246  0.32
H35 6.520 5.214 8.111  0.36
H36 -9.694 0.250 2.569  0.23
H37 -1.160 -0.033 -4.621  0.63
H38 6.616 3.884 0.884  0.27
H39 11.213 -6.003 -1.296  0.22
H40 0.040 -3.780 -4.786  0.64
H41 -15.433 2.810 -0.801  0.31
H42 0.948 -0.922 -4.206  0.25
H43 -12.467 -1.626 0.930  0.23
H44 2.769 1.490 -2.475  0.49
H45 -7.881 -4.530 0.832  0.24
H46 -8.159 -3.274 3.100  0.29
H47 5.882 1.964 4.738  0.16
H48 -6.930 -2.181 2.433  0.40
H49 3.574 3.303 10.921  0.28
H50 7.783 -1.774 -0.018  0.36
H51 5.943 5.547 6.470  0.25
H52 7.287 -1.001 -1.529  0.33
H53 -0.248 9.743 -0.284  0.27
H54 -8.170 -1.564 3.558  0.30
H55 -14.844 0.695 1.894  0.37
H56 5.823 -2.876 2.543  0.27
H57 -6.419 -2.454 -2.854  0.24
H58 -1.505 -1.382 -3.545  -0.25
H59 0.536 -0.596 -0.544  0.86
H60 4.872 5.817 7.854  0.23
H61 -0.452 7.535 -4.181  0.35
H62 1.254 3.996 -0.391  0.47
H63 7.575 2.706 1.795  0.33
H64 3.733 9.101 -0.541  0.25
H65 6.042 0.074 10.720  0.25
H66 9.532 -4.452 1.297  0.37
H67 8.837 -5.869 0.485  0.29
H68 3.501 -3.255 -0.834  0.42
H69 -7.994 0.692 2.211  0.37
H70 2.575 -4.570 -0.148  0.63
H71 -15.338 -0.910 1.320  0.27
H72 -2.573 -1.093 -6.195  0.51
H73 1.054 1.161 -2.868  0.17
H74 6.492 -1.681 3.662  0.26
H75 3.141 3.542 9.206  0.39
H76 0.521 -1.739 -5.724  0.82
H77 7.793 -4.502 0.905  0.14
H78 0.030 -1.033 -2.124  -0.09
H79 4.049 -2.331 -2.531  0.16
H80 2.167 8.683 0.184  0.31
H81 -16.244 0.520 0.804  0.27
H82 -1.563 9.338 -1.398  0.28
H83 -3.578 -1.476 -2.856  0.00
H84 -9.262 -3.877 -0.072  0.31
H85 -9.330 1.757 1.721  0.28
H86 -15.103 3.026 -2.531  0.25
H87 -12.357 -1.171 -0.782  0.41
H88 4.506 -4.899 -2.572  0.42

As for the largest force on an atom: 9.0 eV/A. The total energy comes out at -6636.2535 Eh. The structure (SMILES) is CCCCCC[C@@]1(CC=O)OS(=O)(=O)O[C@]1(CCCCCOCC)P(=N)(O)O.COP(=O)(OC)OC.COP(=O)(OC)OC.COP(=O)(OC)OC.COP(=O)(OC)OC.COP(=O)(OC)OC.COP(=O)(OC)OC. The net charge is 0.

Q: What is the formula in the fourth record?
A: C35H88NO32P7S

Q: Number 1 is which compound?
A: C22H49N2O2P3W

Q: What is the formula in the fourth record?
A: C35H88NO32P7S

Q: Which value of net charge does entry 3 give?
A: 0